1.
{
  "formula": "C45H42N9O18",
  "method": "wB97M-V/def2-TZVPD",
  "max_force_ev_per_a": 14.192,
  "homo_energy_ev": -6.91,
  "lumo_ev": -0.0299,
  "e_tot_ha": -3585.37980,
  "e_above_lowest_ev": 4.683,
  "gap_ev": 6.877,
  "charge": -1,
  "symbols": ["O", "O", "O", "O", "O", "O", "O", "O", "O", "O", "O", "O", "O", "O", "O", "O", "O", "O", "N", "N", "N", "N", "N", "N", "N", "N", "N", "C", "C", "C", "C", "C", "C", "C", "C", "C", "C", "C", "C", "C", "C", "C", "C", "C", "C", "C", "C", "C", "C", "C", "C", "C", "C", "C", "C", "C", "C", "C", "C", "C", "C", "C", "C", "C", "C", "C", "C", "C", "C", "C", "C", "C", "H", "H", "H", "H", "H", "H", "H", "H", "H", "H", "H", "H", "H", "H", "H", "H", "H", "H", "H", "H", "H", "H", "H", "H", "H", "H", "H", "H", "H", "H", "H", "H", "H", "H", "H", "H", "H", "H", "H", "H", "H", "H"],
  "coordinates": [[-1.09966, -1.44141, 1.07568], [1.31983, 8.04599, 3.28870], [5.00824, 1.08772, 3.53967], [-5.19206, -3.72551, -6.33660], [-4.36548, -1.72950, 4.94817], [-1.39241, 0.60582, 0.52238], [-4.31956, -0.76573, 6.92362], [3.30178, -8.05117, 0.14008], [-4.14979, 2.12731, -2.81446], [4.05743, -2.69343, 0.42744], [2.97415, 0.59007, 2.89639], [2.82248, -8.96826, 2.10177], [0.30460, -0.56009, -0.33209], [-5.13259, 4.04007, -3.22654], [-0.79272, 7.34366, 3.69540], [-0.21987, 6.24024, -2.36924], [-3.88627, -2.03270, -6.94517], [-0.06481, 6.65079, -4.52309], [-3.71088, -1.37012, 5.88801], [-4.39290, -2.75009, -6.17999], [3.02311, -3.52554, -1.38368], [2.62628, -8.13996, 1.13513], [4.20351, 0.79996, 2.56244], [-4.55945, 3.23297, -2.48436], [-0.11336, 5.89098, -3.57358], [0.41680, 7.23490, 3.19715], [-0.84787, -0.46120, 0.29320], [-5.06854, 4.91383, -0.48582], [-4.22807, 4.02938, 1.88762], [3.54546, 0.61537, 0.12908], [2.33283, 4.43634, 1.03818], [1.46650, -5.78926, 0.52619], [1.55601, -7.08488, 1.44322], [-0.08603, -1.04765, 3.99406], [0.02951, -0.09639, 6.51422], [-3.95908, -3.59351, -2.34828], [4.16909, -4.35126, -1.71250], [-4.91456, 5.14713, 1.01551], [0.74237, 4.03234, -5.19566], [-1.57091, -1.42856, 4.22854], [-3.16452, -2.59643, -1.87810], [-0.49373, -6.03262, 2.71275], [6.20748, 0.73826, 0.89097], [-3.75697, 2.83183, 1.30593], [3.11088, -2.67608, -0.34152], [0.51581, -7.20930, 2.56217], [0.67541, 6.04769, 2.44352], [-0.07643, 3.36276, -2.73368], [-4.55850, -3.68717, -3.70384], [-3.94210, -2.61575, -4.72751], [-0.13599, 3.75838, 1.13862], [0.18053, 1.85491, -3.07938], [0.33000, -4.71581, 0.71368], [3.90514, 0.52824, -1.38704], [-3.82447, 2.50316, -0.11964], [0.22127, 4.46629, -3.81358], [1.03752, 2.45553, -5.41016], [1.35901, 3.54212, 0.74384], [-4.50806, 3.59497, -1.05599], [-0.68150, -4.92829, 1.94814], [6.38582, 0.49548, -0.67455], [-2.24944, -1.06841, 5.62955], [5.40648, 0.41090, -1.75996], [-0.44984, 4.96982, 2.13834], [1.88354, -3.37519, -2.35267], [2.00956, 5.76377, 1.73755], [-1.34626, -0.54588, 6.71884], [-2.60992, -1.60504, -2.73555], [0.58761, -0.39186, 5.08540], [4.58475, 0.79259, 1.22173], [-2.89873, -1.59617, -4.28544], [0.73784, 1.50030, -4.45125], [-1.82263, -0.84867, -2.39203], [0.50228, -1.35705, 3.08903], [5.00388, -3.73384, -1.88907], [2.14784, -5.74914, -0.36724], [-5.54978, 5.53126, -1.07999], [0.60622, 0.56983, 7.22127], [-0.93669, 3.09271, 0.97317], [0.98239, 4.66977, -6.05369], [4.32273, -4.93155, -0.94701], [2.37331, -2.10993, -0.16582], [1.36305, -2.43371, -2.30269], [3.39612, 4.11561, 0.54730], [2.21501, -3.28192, -3.30077], [2.77265, 6.38054, 1.83782], [-1.02870, -5.99962, 3.59113], [-0.13981, 1.10700, -2.38307], [-1.44404, 5.04516, 2.53295], [1.06170, 0.39591, -4.67020], [-2.86857, -2.52149, -0.73479], [-5.24103, -4.36595, -4.07310], [6.93332, 0.74719, 1.53456], [0.71513, -8.07997, 3.30156], [-2.28993, -0.96728, -5.07951], [-3.35075, 2.26368, 2.09741], [-1.66479, -0.46651, 7.71977], [0.26918, -3.73901, 0.11773], [-3.59382, 1.51055, -0.50934], [7.51632, 0.41425, -0.98572], [-4.32531, 4.22152, 2.98682], [-5.42232, 5.92416, 1.64713], [-4.31130, -4.25792, -1.45104], [1.52857, -0.03269, 4.88502], [3.41202, 0.38657, -2.35345], [-1.37302, -4.33419, 2.25178], [5.72057, 0.09327, -2.85432], [1.54561, 2.76859, 0.26008], [3.75343, -4.80829, -2.61068], [2.68029, 0.70481, 0.48414], [1.69248, 2.25966, -6.40460], [-2.20445, -1.98614, 3.54654], [1.23857, -4.21816, -2.18949], [-0.46097, 3.98936, -1.80954]],
  "forces_ev_per_angstrom": [[-0.9, 0.1, -1.7], [-1.0, -0.2, 0.3], [-1.4, -0.9, -4.0], [1.5, 2.6, -0.9], [0.3, -1.2, 0.0], [-0.8, 0.8, -1.7], [3.0, -2.9, -3.0], [-0.6, -0.2, 0.3], [-0.1, 1.1, 0.0], [0.7, 0.1, 0.2], [3.3, 0.3, -2.1], [-0.7, 2.0, -3.1], [-2.5, 0.7, -0.6], [0.9, -0.8, 0.5], [4.3, -0.1, -1.5], [-0.3, -0.7, -2.4], [0.5, 1.4, -2.8], [-0.5, -0.4, 0.5], [-1.4, 4.9, 1.9], [-1.3, -3.8, 4.8], [-1.6, 1.9, -0.7], [-0.2, -0.3, 3.8], [-2.5, 0.8, 6.3], [-1.3, 0.3, 0.1], [1.5, 0.2, 1.9], [-3.0, 0.2, 0.9], [4.3, -1.7, 3.8], [4.4, -6.2, 5.7], [-2.6, 3.1, -3.5], [10.6, 0.3, -4.2], [0.9, 2.7, 0.3], [-3.3, -0.1, 1.7], [-4.0, 3.4, 0.3], [-3.1, -0.5, 3.0], [-1.8, -1.6, -4.7], [-3.9, -2.4, -0.9], [-3.1, 3.0, -4.0], [1.0, -4.2, -1.0], [-0.7, -3.5, 3.8], [1.4, 1.8, 4.1], [2.6, 3.1, 0.8], [3.6, -3.3, -1.1], [-10.8, -0.9, -9.2], [-0.8, 1.8, -1.6], [5.7, -4.7, -0.6], [2.5, 2.0, -2.5], [0.7, -5.9, -4.4], [1.0, 0.5, -3.0], [5.8, 5.8, 0.8], [0.7, -0.6, 4.0], [4.1, 5.3, 4.0], [0.0, 5.3, -2.3], [1.0, -3.2, 2.5], [5.0, -0.6, 2.8], [-2.7, 4.4, 0.0], [0.6, -5.3, -2.6], [0.7, 4.4, -0.7], [-6.9, 7.0, 5.2], [1.4, -0.4, 5.0], [8.4, -4.1, -5.8], [1.3, 0.6, 2.3], [4.9, -0.7, -1.3], [-2.1, -0.2, 3.1], [4.6, -1.2, -3.1], [0.5, -0.2, 3.4], [-5.5, -4.9, 0.7], [1.1, 0.2, -2.8], [0.2, 0.1, -3.7], [-4.0, -0.4, 2.3], [4.3, -1.2, -5.3], [-1.5, -2.6, 1.7], [0.0, -0.2, 2.2], [-1.4, -1.2, -0.3], [-1.1, 0.5, 0.8], [1.2, 0.6, -0.4], [-0.8, 0.2, 1.3], [-2.1, 3.0, -2.8], [-0.8, -1.3, -0.8], [-0.5, -0.9, -0.4], [-0.3, 0.0, 0.8], [1.2, -3.7, 3.9], [-6.2, 4.6, 0.9], [-0.4, 0.4, 1.2], [-2.4, 1.5, 1.7], [1.5, -0.6, -3.3], [3.2, 3.1, 0.6], [-1.3, -0.7, 1.9], [0.2, -0.3, 0.4], [-0.2, 0.3, 0.1], [-0.9, 2.2, 0.6], [-0.6, -0.3, -2.6], [-1.2, -1.3, -0.4], [3.9, 0.1, 3.6], [-0.9, 1.8, -1.3], [-1.6, -1.2, 2.0], [0.6, -1.7, -0.1], [-1.1, 0.2, 0.8], [0.2, -1.7, 0.8], [0.3, 0.6, 0.1], [-2.3, 0.1, 0.6], [0.6, -0.5, -1.2], [0.6, -0.5, -1.4], [0.3, 0.7, -2.3], [2.3, 0.6, -0.4], [-1.4, 0.2, 1.2], [-4.1, 4.4, 1.2], [-0.6, 1.0, 2.5], [1.6, -7.0, -4.3], [1.1, -0.8, 0.0], [-7.5, 0.3, 2.2], [-2.0, 0.2, 2.5], [0.3, 0.4, -0.2], [-0.6, -0.2, -0.4], [0.7, -2.4, -1.4]],
  "lowdin_charge": [-0.10, 0.08, 0.01, 0.01, 0.06, -0.03, -0.04, 0.07, 0.05, 0.02, 0.02, 0.00, -0.12, 0.05, 0.00, 0.03, 0.11, 0.07, -0.31, -0.38, -0.16, -0.34, -0.31, -0.38, -0.37, -0.35, -0.54, 0.05, -0.07, 0.07, -0.06, 0.04, -0.07, -0.03, -0.02, -0.12, -0.02, -0.01, 0.06, 0.08, -0.15, -0.09, 0.15, -0.11, -0.35, 0.05, -0.09, 0.06, 0.07, -0.06, 0.07, 0.00, 0.05, 0.02, 0.07, -0.10, -0.10, -0.08, -0.04, -0.04, -0.08, -0.06, -0.09, 0.10, -0.02, 0.08, -0.04, -0.04, -0.05, -0.08, 0.04, -0.14, 0.09, 0.10, 0.08, 0.07, 0.02, 0.10, 0.02, 0.08, 0.02, 0.04, 0.08, 0.15, 0.04, 0.02, 0.06, 0.04, 0.05, 0.12, 0.14, 0.05, 0.00, 0.12, 0.12, 0.08, 0.07, 0.08, 0.08, 0.10, 0.10, 0.09, 0.13, 0.03, 0.07, 0.01, 0.12, -0.02, 0.10, -0.02, 0.13, 0.06, 0.08, 0.11]
}

2.
{
  "formula": "CH3N5O",
  "method": "wB97M-V/def2-TZVPD",
  "max_force_ev_per_a": 9.210,
  "homo_energy_ev": [-6.74, -11.86],
  "lumo_ev": [0.7922, -2.5520],
  "e_tot_ha": -388.68252,
  "spin_multiplicity": 3,
  "s_squared": 2.005,
  "e_above_lowest_ev": 0.000,
  "gap_ev": [7.529, 9.304],
  "symbols": ["O", "N", "N", "N", "N", "N", "C", "H", "H", "H"],
  "coordinates": [[-0.07235, 1.11444, 1.06694], [-0.65176, 0.08460, -1.42253], [0.53347, 0.30710, -1.91969], [1.25713, -0.68980, -1.53742], [0.48982, -1.52590, -0.87445], [-0.69775, -1.07788, -0.82825], [0.18352, 0.63361, 2.10144], [-0.36899, 0.77792, 3.03516], [0.82765, -0.19982, 2.07994], [-1.50073, 0.57573, -1.70115]],
  "forces_ev_per_angstrom": [[-2.4, 4.1, -7.9], [-0.4, -0.5, -1.0], [0.5, 0.9, -0.3], [0.3, 0.8, -0.6], [0.3, -1.3, 0.6], [-1.2, -0.1, 0.7], [1.7, -2.5, 8.0], [-0.2, 0.0, -0.1], [1.0, -1.6, 0.2], [0.5, 0.0, 0.3]],
  "lowdin_charge": [0.06, -0.06, 0.01, -0.04, -0.06, 0.00, -0.25, 0.09, 0.07, 0.17]
}